Record 1
{"formula": "C40H24F7IMgN6OPS", "method": "ωB97M-V/def2-TZVPD", "homo_energy_ha": [-0.3881, -0.3879], "e_above_lowest_kcal_mol": 0.00, "multiplicity": 1, "max_force_ev_per_a": 5.66, "lumo_ha": [-0.22226, -0.25003], "total_charge": 1, "symbols": ["Mg", "I", "C", "C", "C", "C", "C", "C", "C", "C", "C", "P", "C", "C", "C", "C", "C", "C", "C", "C", "C", "C", "C", "C", "C", "H", "H", "H", "H", "H", "H", "H", "H", "H", "H", "H", "H", "H", "H", "H", "H", "O", "C", "F", "C", "C", "F", "C", "C", "C", "F", "C", "C", "C", "N", "C", "N", "F", "C", "C", "N", "C", "N", "F", "C", "F", "F", "C", "N", "C", "C", "N", "C", "S", "H", "H", "H", "H", "H", "H", "H", "H"], "positions_angstrom": [[1.296, 0.106, -0.866], [-0.063, -0.233, 2.093], [-1.754, -1.421, 1.750], [-2.846, -0.859, 2.364], [-4.001, -1.673, 2.567], [-4.047, -2.976, 2.171], [-2.994, -3.550, 1.501], [-3.020, -4.907, 1.189], [-1.974, -5.549, 0.583], [-0.925, -4.740, 0.075], [-0.858, -3.376, 0.335], [0.660, -2.689, -0.429], [0.544, -3.007, -2.211], [1.681, -3.334, -2.963], [1.504, -3.650, -4.301], [0.265, -3.671, -4.926], [-0.858, -3.387, -4.156], [-0.711, -2.999, -2.829], [1.985, -3.809, 0.078], [2.795, -3.436, 1.179], [3.830, -4.270, 1.607], [4.016, -5.494, 0.997], [3.240, -5.868, -0.105], [2.225, -5.041, -0.563], [-1.780, -2.743, 1.217], [-2.873, 0.197, 2.630], [-4.811, -1.233, 3.116], [-4.906, -3.600, 2.350], [-3.886, -5.491, 1.557], [-1.908, -6.607, 0.405], [-0.321, -5.217, -0.684], [2.654, -3.345, -2.470], [2.417, -3.811, -4.883], [0.192, -3.952, -5.960], [-1.840, -3.363, -4.636], [-1.614, -2.753, -2.313], [2.595, -2.471, 1.664], [4.424, -3.883, 2.412], [4.776, -6.176, 1.301], [3.414, -6.887, -0.508], [1.648, -5.297, -1.464], [3.905, 0.852, 1.482], [3.091, 0.695, 0.653], [-0.962, 4.223, -0.479], [-1.842, 3.774, 0.464], [-1.680, 4.201, 1.808], [-0.570, 4.971, 2.112], [-2.672, 3.903, 2.805], [-3.855, 3.262, 2.354], [-3.930, 2.725, 1.059], [-4.990, 1.885, 0.779], [-2.913, 2.880, 0.092], [-2.798, 1.974, -1.061], [-1.535, 1.448, -1.308], [-0.420, 1.036, -1.352], [-3.834, 1.542, -1.864], [-4.751, 1.205, -2.530], [-4.900, 3.074, 3.185], [-2.372, 4.093, 4.230], [-3.348, 4.067, 5.198], [-4.118, 4.018, 6.057], [-1.028, 4.258, 4.676], [0.012, 4.338, 5.162], [2.813, -0.725, -3.166], [3.163, -0.578, -1.835], [4.257, 0.278, -1.924], [3.761, -1.734, -1.415], [2.155, 5.235, -2.917], [2.056, 5.422, -1.483], [1.760, 6.710, -0.882], [2.253, 6.498, 0.572], [2.480, 5.063, 0.638], [2.487, 4.480, -0.565], [3.017, 2.869, -0.847], [1.887, 4.176, -3.060], [3.202, 5.386, -3.254], [1.495, 5.924, -3.467], [0.712, 7.008, -1.002], [2.337, 7.538, -1.330], [1.480, 6.840, 1.258], [3.174, 7.042, 0.787], [2.847, 4.601, 1.495]], "forces_ev_per_a": [[1.715, -0.865, 0.426], [0.443, 0.207, -0.262], [-0.234, 0.087, 0.064], [-1.005, -1.072, -0.421], [0.388, 0.818, 0.103], [-0.762, 0.795, 0.580], [2.635, 1.176, -0.621], [-0.339, -1.773, 0.395], [0.389, 1.114, -0.242], [-1.713, 0.136, 0.038], [1.147, -1.076, -0.060], [0.466, 1.586, -0.146], [-0.632, -0.625, -0.090], [-0.708, 0.094, 0.324], [1.148, 0.257, -0.511], [0.080, -0.191, 0.954], [-0.021, 0.601, -0.580], [0.307, -0.441, -0.653], [0.808, -0.406, 0.813], [-0.624, -0.145, -0.905], [-0.840, 0.733, -0.110], [-0.293, 0.186, -0.658], [-0.062, -0.797, 0.374], [-0.061, 0.379, -0.196], [-1.192, -0.932, -0.330], [0.163, -0.399, 0.311], [-0.412, 0.083, 0.026], [-0.272, 0.043, 0.239], [0.506, 0.417, -0.393], [-0.387, -0.231, 0.030], [0.471, 0.214, 0.298], [-0.319, -0.011, -0.529], [-0.388, -0.175, 0.072], [-0.091, 0.017, -0.266], [0.243, -0.114, 0.301], [-0.346, 0.130, 0.624], [0.257, -0.448, -0.140], [0.409, -0.336, 0.295], [0.502, -0.227, 0.383], [-0.219, 0.969, -0.037], [0.352, -0.072, 0.623], [-3.380, -0.863, -3.696], [3.228, 0.540, 4.613], [-0.997, -0.933, 1.169], [0.591, 0.476, 0.969], [0.590, 0.268, -1.460], [-2.013, -1.320, -0.444], [0.963, 0.013, 0.702], [-0.596, -0.231, -0.549], [-1.415, -0.812, 0.339], [1.659, 1.381, 0.369], [0.727, -0.035, 0.278], [0.131, 1.328, 1.067], [5.028, -1.388, -0.115], [-4.739, 1.637, -0.092], [-3.424, -1.099, -1.876], [2.356, 0.802, 1.587], [1.195, -0.018, -0.724], [0.753, 0.185, -2.459], [-0.953, -0.214, 1.157], [-0.029, 0.075, -0.057], [-0.535, 0.006, 0.097], [0.228, 0.026, -0.101], [0.220, -0.567, -0.160], [0.054, 1.103, -0.492], [-0.497, 0.000, 0.372], [-0.250, -0.286, -0.227], [0.399, -0.700, 0.057], [0.466, -1.027, 0.497], [0.948, 0.487, 0.256], [-0.629, 0.422, -0.070], [0.265, -0.359, 1.422], [-0.348, 0.623, -0.846], [-0.685, 1.248, -0.560], [0.093, 0.517, -0.552], [-0.562, -0.052, 0.059], [0.108, -0.364, 0.372], [-0.009, -0.398, 0.288], [-0.055, -0.482, -0.119], [0.096, -0.183, 0.279], [-0.033, 0.014, -0.092], [-0.457, 0.480, -1.377]]}

Record 2
{"formula": "C40H27AsF13N7O2SV", "method": "ωB97M-V/def2-TZVPD", "homo_energy_ha": [-0.1730, -0.2128], "e_above_lowest_kcal_mol": 84.45, "s2": 2.02, "multiplicity": 3, "max_force_ev_per_a": 0.71, "lumo_ha": [0.02490, 0.03601], "total_charge": -1, "symbols": ["V", "C", "C", "N", "N", "C", "N", "S", "C", "C", "C", "C", "C", "N", "H", "H", "H", "H", "H", "H", "H", "H", "H", "H", "F", "C", "C", "C", "C", "C", "F", "C", "C", "C", "C", "C", "C", "N", "H", "H", "H", "H", "H", "H", "F", "As", "F", "F", "F", "F", "F", "O", "C", "N", "C", "C", "O", "N", "C", "C", "C", "C", "C", "C", "C", "C", "C", "C", "C", "C", "H", "H", "H", "H", "H", "H", "H", "H", "H", "H", "H", "F", "C", "C", "C", "F", "C", "F", "C", "F", "C", "F"], "positions_angstrom": [[-0.081, -0.871, -0.986], [-1.497, 3.268, 2.778], [-0.441, 2.201, 2.662], [0.543, 2.248, 1.857], [0.648, 3.357, 1.076], [1.560, 3.394, 0.066], [1.400, 4.479, -0.740], [2.762, 2.276, -0.171], [-0.538, 0.982, 3.516], [-0.901, 1.084, 4.854], [-0.959, -0.072, 5.621], [-0.682, -1.286, 5.022], [-0.362, -1.292, 3.670], [-0.276, -0.191, 2.934], [-1.962, 3.450, 1.803], [-2.287, 2.962, 3.458], [-1.076, 4.215, 3.129], [-0.141, 3.990, 0.996], [0.454, 4.826, -0.877], [2.014, 4.482, -1.536], [-1.111, 2.050, 5.296], [-1.214, -0.016, 6.672], [-0.696, -2.217, 5.572], [-0.171, -2.230, 3.161], [1.161, -6.080, -1.412], [0.959, -4.901, -2.010], [0.599, -3.807, -1.244], [0.383, -2.609, -1.898], [0.615, -2.480, -3.282], [0.945, -3.624, -3.994], [1.166, -3.557, -5.329], [1.111, -4.847, -3.383], [0.730, -1.107, -3.802], [0.840, -0.710, -5.129], [1.062, 0.627, -5.412], [1.175, 1.545, -4.378], [1.012, 1.097, -3.082], [0.791, -0.192, -2.812], [0.518, -3.924, -0.170], [1.389, -5.723, -3.951], [0.760, -1.444, -5.914], [1.153, 0.950, -6.441], [1.374, 2.591, -4.562], [1.069, 1.763, -2.229], [1.168, -0.989, 0.145], [2.410, -3.431, 2.378], [3.834, -2.466, 2.857], [1.755, -3.364, 4.076], [3.207, -4.906, 2.776], [0.893, -4.352, 1.857], [3.004, -3.539, 0.675], [-1.545, 0.231, -1.767], [-1.895, 1.447, -1.700], [-3.122, 1.832, -2.133], [-3.256, 3.270, -2.001], [-1.866, 3.581, -1.369], [-1.534, 4.716, -1.052], [-1.144, 2.446, -1.225], [-4.311, 3.669, -0.978], [-4.802, 4.970, -0.958], [-5.688, 5.368, 0.033], [-6.083, 4.473, 1.017], [-5.583, 3.179, 1.010], [-4.699, 2.779, 0.018], [-3.452, 3.908, -3.366], [-2.417, 4.541, -4.044], [-2.620, 5.038, -5.325], [-3.855, 4.907, -5.941], [-4.894, 4.278, -5.268], [-4.693, 3.786, -3.988], [-3.690, 1.254, -2.727], [-4.482, 5.676, -1.713], [-6.064, 6.383, 0.039], [-6.772, 4.785, 1.791], [-5.871, 2.477, 1.782], [-4.296, 1.774, 0.027], [-1.454, 4.663, -3.565], [-1.808, 5.535, -5.841], [-4.010, 5.297, -6.939], [-5.864, 4.176, -5.738], [-5.512, 3.315, -3.455], [-1.985, -3.840, -0.602], [-2.337, -2.825, 0.200], [-1.734, -1.578, 0.118], [-2.343, -0.619, 0.917], [-1.937, 0.665, 0.851], [-3.394, -0.854, 1.779], [-3.909, 0.138, 2.520], [-3.918, -2.130, 1.862], [-4.941, -2.392, 2.677], [-3.389, -3.118, 1.057], [-3.923, -4.344, 1.082]], "forces_ev_per_a": [[0.295, -0.340, 0.541], [0.000, -0.024, 0.007], [-0.036, -0.002, 0.059], [0.071, 0.017, 0.016], [-0.039, 0.028, -0.054], [0.026, -0.099, -0.064], [-0.040, 0.048, 0.014], [0.075, 0.043, 0.005], [-0.006, -0.052, -0.037], [0.012, -0.027, 0.030], [-0.003, 0.047, 0.004], [0.011, 0.000, -0.027], [-0.010, -0.040, -0.013], [-0.064, 0.062, -0.018], [-0.007, 0.000, -0.003], [-0.006, 0.007, 0.012], [-0.003, 0.009, -0.003], [0.025, -0.024, 0.004], [-0.011, 0.012, 0.006], [0.003, -0.005, -0.004], [0.000, 0.008, -0.014], [0.003, -0.004, -0.004], [-0.010, -0.001, 0.003], [0.029, 0.020, 0.020], [-0.001, 0.003, -0.002], [0.006, -0.025, -0.028], [-0.068, 0.025, 0.028], [0.066, 0.114, -0.305], [0.038, 0.051, -0.041], [-0.011, 0.012, 0.021], [-0.004, -0.010, 0.014], [0.000, -0.012, 0.020], [0.043, -0.068, 0.126], [0.007, -0.048, 0.002], [-0.002, 0.036, 0.078], [0.011, -0.017, -0.068], [0.066, -0.030, 0.039], [-0.159, 0.125, -0.032], [0.006, 0.000, 0.011], [0.000, 0.011, -0.003], [0.009, 0.024, -0.028], [0.004, -0.006, -0.006], [-0.001, -0.008, -0.011], [-0.019, -0.044, -0.049], [-0.479, 0.442, -0.274], [-0.019, -0.088, 0.136], [0.002, -0.058, -0.007], [0.024, 0.021, -0.101], [-0.021, -0.013, -0.111], [0.023, 0.113, 0.052], [-0.010, -0.005, 0.031], [0.161, 0.032, -0.065], [0.085, -0.010, -0.131], [0.006, -0.092, 0.056], [-0.001, -0.034, 0.007], [0.043, 0.030, -0.059], [0.016, -0.043, 0.045], [-0.013, 0.008, 0.015], [0.003, -0.001, 0.022], [-0.002, 0.000, 0.017], [0.001, 0.008, -0.010], [0.002, -0.007, 0.006], [-0.007, 0.002, 0.010], [0.000, -0.004, -0.013], [0.015, 0.016, 0.003], [-0.008, 0.001, 0.013], [-0.004, -0.009, 0.003], [0.006, 0.003, -0.005], [-0.006, -0.004, -0.002], [-0.002, 0.009, 0.012], [-0.012, -0.019, 0.038], [-0.002, 0.000, -0.001], [0.003, -0.004, -0.002], [0.003, -0.004, -0.002], [0.010, -0.008, -0.007], [-0.015, 0.009, 0.008], [-0.009, 0.003, -0.008], [0.000, -0.003, 0.004], [0.000, 0.000, 0.003], [0.005, -0.002, 0.003], [0.002, 0.001, -0.007], [0.052, -0.023, -0.012], [-0.017, 0.012, -0.053], [-0.215, -0.138, 0.108], [0.052, 0.029, -0.013], [0.043, 0.007, 0.008], [0.003, -0.023, 0.005], [-0.012, -0.001, 0.012], [0.015, 0.006, -0.021], [0.004, 0.002, 0.012], [-0.028, 0.015, 0.025], [-0.004, 0.006, 0.006]]}

> Which formula does entry 2 have?

C40H27AsF13N7O2SV